[1]
# C32H55NP2RuSi

A structure of composition C32H55NP2RuSi in a non-equilibrium geometry (the ωB97M-V functional and the def2-TZVPD basis, OMol25).

**E_tot**: -2373.25851 Ha
**ΔE to the lowest compared entry with this formula, charge and spin**: 140.75 kcal per mole
**LUMO level (alpha / beta)**: -7.6 / -7.6 eV
**E_HOMO (alpha / beta)**: -11.604 / -12.663 eV
**Frontier orbital gap (alpha / beta)**: 4.04 / 5.11 eV

Geometry as ORCA input:
```
! wB97M-V def2-TZVPD RIJCOSX def2/J DEFGRID3
* xyz 2 5
Ru -0.144 3.954 1.979
C 0.930 0.174 1.315
C 0.434 1.215 2.126
C -1.371 0.111 1.216
C -0.184 -0.506 0.773
C -0.996 1.186 2.073
C 2.334 -0.270 1.201
H 3.013 0.526 1.552
H 2.569 -0.560 0.163
H 2.501 -1.166 1.839
C -0.103 -1.666 -0.124
H 0.730 -2.317 0.145
H 0.079 -1.383 -1.171
H -1.011 -2.276 -0.109
C -2.735 -0.439 1.053
H -2.819 -1.479 1.445
H -2.939 -0.495 -0.026
H -3.502 0.195 1.526
C -1.876 1.989 2.947
H -1.663 1.848 4.009
H -2.923 1.725 2.708
H -1.725 3.102 2.804
C 1.244 2.134 2.977
H 1.123 1.841 4.020
H 1.095 3.269 3.028
H 2.283 2.019 2.701
C 2.060 1.824 -3.695
C 3.482 2.173 -3.595
C 3.974 2.145 -2.246
C 2.645 1.807 -1.365
C 1.468 1.795 -2.334
C 0.086 1.810 -2.558
C -0.289 2.148 -3.992
C 1.064 2.401 -4.677
H 4.445 3.112 -1.952
H 2.591 2.438 -0.479
H 4.761 1.367 -2.086
H 1.233 3.463 -4.868
H 2.143 0.742 -3.807
H 4.067 2.196 -4.481
H 1.192 1.789 -5.566
H -0.784 1.303 -4.493
H -0.709 1.816 -1.791
H -0.981 3.006 -4.051
H 2.876 0.756 -1.062
H 0.905 3.199 0.802
P 0.796 4.572 -0.187
C 1.179 5.024 -2.049
C 2.028 5.618 0.551
P -1.666 5.091 1.161
C -0.791 5.468 -0.379
C -1.123 6.375 2.379
C -3.351 4.999 0.560
H 0.255 5.027 -2.652
H 1.925 4.395 -2.541
H 1.534 6.071 -2.030
H 2.031 6.588 0.083
H 2.997 5.149 0.362
H 1.850 5.662 1.620
H -3.584 5.839 -0.124
H -4.029 4.966 1.420
H -3.415 4.029 0.027
H -1.363 4.923 -1.186
H -0.622 6.528 -0.662
H -2.027 6.859 2.708
H -0.407 7.034 1.926
H -0.720 5.758 3.161
C -2.123 -0.752 -4.309
Si -0.751 -2.056 -4.259
C -1.509 -3.451 -3.251
C -0.497 -2.537 -6.057
N 0.778 -1.538 -3.599
C 1.912 -2.181 -3.335
C 2.003 -3.610 -3.164
C 3.184 -4.219 -2.759
C 4.348 -3.464 -2.572
C 4.318 -2.078 -2.779
C 3.144 -1.455 -3.159
H -3.026 -1.224 -4.732
H -1.895 0.092 -4.974
H -2.374 -0.349 -3.317
H -2.440 -3.772 -3.745
H -0.858 -4.329 -3.165
H -1.763 -3.121 -2.234
H 0.217 -1.847 -6.529
H -0.104 -3.558 -6.152
H -1.447 -2.480 -6.607
H 1.107 -4.204 -3.336
H 3.197 -5.296 -2.599
H 5.276 -3.952 -2.272
H 5.218 -1.473 -2.656
H 3.137 -0.380 -3.364
*
```

Atomic charges from the Löwdin analysis, expressed in e, are listed below: Ru 0.516; C -0.170; C -0.260; C -0.192; C -0.160; C -0.203; C -0.016; H 0.085; H 0.075; H 0.123; C 0.002; H 0.099; H 0.078; H 0.084; C -0.029; H 0.110; H 0.087; H 0.074; C -0.022; H 0.113; H 0.097; H 0.016; C -0.079; H 0.112; H 0.025; H 0.083; C -0.363; C -0.047; C -0.166; C -0.103; C -0.192; C -0.049; C -0.166; C -0.104; H 0.113; H 0.060; H 0.120; H 0.114; H 0.105; H 0.110; H 0.123; H 0.063; H 0.090; H 0.112; H 0.084; H 0.070; P 0.862; C -0.121; C -0.236; P 0.673; C -0.484; C -0.169; C -0.205; H 0.060; H 0.046; H 0.074; H 0.065; H 0.077; H 0.036; H 0.085; H 0.064; H 0.075; H 0.083; H 0.100; H 0.068; H 0.055; H 0.021; C -0.184; Si 0.416; C -0.170; C -0.163; N 0.041; C -0.354; C 0.002; C -0.063; C -0.058; C -0.072; C -0.013; H 0.048; H 0.010; H 0.024; H 0.044; H 0.017; H 0.016; H 0.034; H 0.036; H 0.040; H 0.087; H 0.115; H 0.115; H 0.108; H 0.076


[2]
# C17H23BrFIIrN2O

A structure of composition C17H23BrFIIrN2O (the ωB97M-V functional and the def2-TZVPD basis, OMol25).

**E_tot**: -3921.89591 Ha
**ΔE to the lowest compared entry with this formula, charge and spin**: 2.42 kcal per mole
**LUMO level (alpha / beta)**: -2.5 / -5.7 eV
**E_HOMO (alpha / beta)**: -11.548 / -11.858 eV
**Frontier orbital gap (alpha / beta)**: 9.01 / 6.18 eV

Geometry as ORCA input:
```
! wB97M-V def2-TZVPD RIJCOSX def2/J DEFGRID3
* xyz 1 5
Ir -0.136 3.399 -1.742
C -0.687 -2.402 3.894
C -0.594 -0.877 3.850
C -1.904 -0.287 4.399
C 0.585 -0.426 4.727
C -0.380 -0.349 2.444
C -0.284 1.060 2.254
C -0.097 1.546 1.010
Br 0.058 3.430 0.783
C 0.021 0.708 -0.169
O 0.206 1.208 -1.309
C -0.077 -0.727 0.035
C -0.271 -1.176 1.330
C 0.014 -1.766 -1.084
C 1.221 -2.672 -0.790
C 0.173 -1.214 -2.504
C -1.275 -2.609 -1.061
H -0.842 -2.714 4.926
H 0.228 -2.880 3.541
H -1.527 -2.778 3.308
H -2.075 -0.672 5.404
H -2.756 -0.568 3.780
H -1.874 0.801 4.467
H 0.448 -0.812 5.737
H 0.657 0.659 4.800
H 1.532 -0.808 4.345
H -0.356 1.723 3.104
H -0.344 -2.240 1.489
H 2.152 -2.103 -0.787
H 1.293 -3.432 -1.568
H 1.130 -3.185 0.167
H 1.096 -0.652 -2.633
H -0.663 -0.581 -2.795
H 0.199 -2.070 -3.180
H -1.420 -3.130 -0.116
H -1.217 -3.364 -1.846
H -2.154 -1.992 -1.251
F -1.995 3.831 -2.124
I 1.119 1.948 -7.564
C 1.204 2.870 -5.740
C 1.989 3.947 -5.378
N 1.725 4.218 -4.093
N 0.811 3.368 -3.593
C 0.487 2.542 -4.588
H 2.706 4.526 -5.935
H 2.112 4.939 -3.507
H -0.240 1.763 -4.433
*
```

Atomic charges from the Löwdin analysis, expressed in e, are listed below: Ir 1.112; C -0.051; C -0.554; C -0.027; C -0.028; C -0.101; C -0.048; C -0.499; Br 0.882; C -0.336; O -0.144; C -0.026; C 0.042; C -0.528; C -0.028; C -0.059; C -0.029; H 0.095; H 0.093; H 0.094; H 0.096; H 0.098; H 0.083; H 0.096; H 0.082; H 0.097; H 0.116; H 0.102; H 0.097; H 0.096; H 0.083; H 0.086; H 0.085; H 0.093; H 0.081; H 0.095; H 0.098; F -0.580; I 0.946; C -0.767; C -0.107; N 0.013; N -0.203; C -0.166; H 0.135; H 0.164; H 0.119


[3]
# C7H12Si

The molecule C7H12Si in a non-equilibrium geometry (the ωB97M-V functional and the def2-TZVPD basis, OMol25).

**E_tot**: -563.26092 Ha
**ΔE to the lowest compared entry with this formula, charge and spin**: 78.26 kcal per mole
**LUMO level (alpha / beta)**: 0.6 / 0.6 eV
**E_HOMO (alpha / beta)**: -8.235 / -8.234 eV
**Frontier orbital gap (alpha / beta)**: 8.84 / 8.84 eV
**SMILES string**: C=[SiH]/C=C\C(C)=C\C

Geometry as ORCA input:
```
! wB97M-V def2-TZVPD RIJCOSX def2/J DEFGRID3
* xyz 0 1
C -0.692 -1.693 2.546
Si -0.465 0.018 2.379
C -1.734 0.682 1.184
C -1.548 0.661 -0.182
C -0.240 0.427 -0.781
C 0.815 1.418 -0.223
C 0.133 -0.547 -1.629
C 1.539 -0.702 -2.198
H -1.145 -2.334 1.885
H -0.004 -2.058 3.265
H 0.522 0.958 2.903
H -2.810 0.836 1.365
H -2.411 0.695 -0.903
H 0.579 1.952 0.739
H 0.637 2.153 -1.033
H 1.751 1.033 -0.399
H -0.673 -1.203 -1.982
H 1.763 0.155 -2.819
H 1.758 -1.608 -2.741
H 2.225 -0.843 -1.377
*
```

Atomic charges from the Löwdin analysis, expressed in e, are listed below: C -0.212; Si 0.719; C -0.235; C -0.162; C -0.357; C -0.063; C -0.107; C -0.095; H -0.055; H -0.065; H -0.054; H 0.055; H 0.121; H 0.067; H 0.102; H 0.028; H 0.106; H 0.078; H 0.062; H 0.066


[4]
# CH4BrN

A cluster of 2 separate species, CH4BrN in total in a non-equilibrium geometry (the ωB97M-V functional and the def2-TZVPD basis, OMol25).

**E_tot**: -2669.08956 Ha
**ΔE to the lowest compared entry with this formula, charge and spin**: 77.71 kcal per mole
**LUMO level (alpha / beta)**: -0.7 / 0.0 eV
**E_HOMO (alpha / beta)**: -8.900 / -9.458 eV
**Frontier orbital gap (alpha / beta)**: 8.15 / 9.49 eV

Geometry as ORCA input:
```
! wB97M-V def2-TZVPD RIJCOSX def2/J DEFGRID3
* xyz 0 1
C -0.167 0.405 -0.594
N 0.059 -1.243 1.557
Br -1.365 -2.247 1.684
H -0.508 1.293 -0.079
H 0.765 0.489 -1.149
H -1.077 -0.120 -1.013
H 0.759 -1.950 1.071
*
```

Atomic charges from the Löwdin analysis, expressed in e, are listed below: C 0.042; N -0.579; Br 0.567; H -0.019; H -0.011; H 0.009; H -0.008


[5]
# CH5O3Pb

A structure of composition CH5O3Pb in a non-equilibrium geometry (the ωB97M-V functional and the def2-TZVPD basis, OMol25).

**E_tot**: -459.47392 Ha
**LUMO level (alpha / beta)**: 0.5 / 0.3 eV
**E_HOMO (alpha / beta)**: -5.249 / -9.508 eV
**Frontier orbital gap (alpha / beta)**: 5.72 / 9.81 eV

Geometry as ORCA input:
```
! wB97M-V def2-TZVPD RIJCOSX def2/J DEFGRID3
* xyz 0 2
O -1.549 1.442 0.158
Pb -1.248 0.393 1.853
H -1.751 2.377 0.159
O 0.363 -0.478 0.610
O 0.899 -1.725 0.958
H 0.425 -2.363 0.404
C 0.621 0.062 -0.813
H 1.454 -0.469 -1.293
H -0.238 -0.311 -1.383
H 1.023 1.072 -0.653
*
```

Atomic charges from the Löwdin analysis, expressed in e, are listed below: O -0.613; Pb 0.895; H -0.040; O -0.594; O -0.040; H 0.110; C -0.001; H 0.085; H 0.096; H 0.102


[6]
# C48H120F6N8O16P

A cluster of 9 separate species, C48H120F6N8O16P in total in a non-equilibrium geometry (the ωB97M-V functional and the def2-TZVPD basis, OMol25).

**E_tot**: -4482.83221 Ha
**ΔE to the lowest compared entry with this formula, charge and spin**: 159.86 kcal per mole
**LUMO level**: 2.0 eV
**E_HOMO**: -5.998 eV
**Frontier orbital gap**: 8.01 eV

Geometry as ORCA input:
```
! wB97M-V def2-TZVPD RIJCOSX def2/J DEFGRID3
* xyz -1 1
P 1.322 -0.381 1.516
F 0.889 -1.926 1.681
F -0.217 0.104 1.153
F 1.206 -0.001 3.067
F 1.686 1.187 1.296
F 2.914 -0.708 1.733
F 1.506 -0.711 -0.048
C 2.810 -2.719 -4.468
O 2.333 -1.427 -4.189
C 3.365 -0.588 -3.735
C 2.766 0.750 -3.358
N 1.857 1.296 -4.402
C 1.227 2.513 -3.818
C 0.169 2.209 -2.741
O -0.603 1.058 -2.920
C -1.608 0.941 -1.934
H 3.537 -2.635 -5.293
H 2.116 -3.468 -4.845
H 3.385 -3.131 -3.632
H 4.010 -0.387 -4.607
H 4.007 -0.970 -2.935
H 3.555 1.510 -3.322
H 2.242 0.702 -2.403
H 2.481 1.768 -5.053
H 0.740 2.974 -4.680
H 2.041 3.108 -3.389
H -0.492 3.075 -2.625
H 0.838 2.155 -1.870
H -1.438 0.104 -1.261
H -2.574 0.807 -2.435
H -1.740 1.881 -1.388
C -4.359 -10.589 0.583
O -3.689 -9.731 1.421
C -2.572 -10.299 2.138
C -2.046 -9.263 3.137
N -0.662 -8.880 2.900
C -0.508 -8.039 1.711
C 0.812 -7.326 1.731
O 0.817 -6.204 0.885
C -0.016 -5.088 1.287
H -4.934 -11.443 0.985
H -3.826 -11.038 -0.265
H -5.211 -10.040 0.164
H -1.913 -10.640 1.336
H -2.981 -11.169 2.661
H -2.149 -9.618 4.163
H -2.635 -8.337 3.146
H -0.140 -8.560 3.699
H -1.330 -7.323 1.622
H -0.585 -8.753 0.885
H 1.650 -8.013 1.607
H 0.996 -6.916 2.741
H -1.045 -5.319 1.563
H -0.028 -4.301 0.540
H 0.541 -4.769 2.171
C -0.147 3.774 0.867
O -1.148 4.599 0.392
C -2.454 4.334 0.892
C -3.352 5.545 0.609
N -3.188 5.923 -0.856
C -3.930 4.985 -1.723
C -4.266 5.693 -3.040
O -4.814 4.659 -3.858
C -5.432 5.193 -5.005
H 0.758 4.323 1.146
H 0.049 2.926 0.197
H -0.339 3.193 1.785
H -2.383 4.029 1.938
H -3.012 3.526 0.405
H -3.130 6.465 1.148
H -4.384 5.242 0.789
H -2.227 5.605 -0.978
H -4.906 4.750 -1.283
H -3.461 4.002 -1.806
H -3.371 6.116 -3.509
H -4.939 6.528 -2.829
H -4.852 5.883 -5.627
H -6.350 5.724 -4.722
H -5.731 4.353 -5.634
C -0.234 3.152 5.659
O -1.278 2.186 5.629
C -0.958 1.126 4.730
C -2.193 0.404 4.245
N -3.124 -0.089 5.270
C -2.551 -1.252 5.967
C -3.544 -1.965 6.849
O -4.085 -1.154 7.872
C -4.526 -1.928 8.972
H 0.674 2.562 5.816
H -0.405 3.723 6.573
H -0.144 3.846 4.822
H -0.187 0.436 5.082
H -0.566 1.660 3.859
H -1.983 -0.430 3.557
H -2.694 1.083 3.546
H -3.796 -0.564 4.668
H -1.675 -1.011 6.573
H -2.257 -1.943 5.162
H -3.196 -2.961 7.145
H -4.456 -2.211 6.269
H -5.286 -2.664 8.689
H -4.967 -1.266 9.714
H -3.669 -2.428 9.429
C 3.404 10.685 2.088
O 4.092 9.506 1.646
C 5.029 9.741 0.595
C 5.806 8.435 0.352
N 4.936 7.204 0.435
C 5.544 6.216 1.356
C 4.444 5.215 1.691
O 4.996 4.027 2.178
C 4.034 3.030 2.525
H 2.370 10.462 2.340
H 3.564 11.502 1.390
H 3.889 10.912 3.044
H 5.767 10.426 1.021
H 4.537 10.092 -0.312
H 6.647 8.308 1.042
H 6.303 8.501 -0.624
H 4.225 7.675 0.987
H 5.988 6.697 2.234
H 6.364 5.653 0.906
H 3.943 4.977 0.739
H 3.603 5.631 2.264
H 3.205 3.536 3.017
H 4.469 2.175 3.037
H 3.716 2.573 1.581
C 4.044 5.447 -1.542
O 4.284 4.214 -2.231
C 5.620 3.734 -2.150
C 5.842 2.934 -0.883
N 4.948 1.790 -0.706
C 4.875 1.357 0.689
C 5.987 0.499 1.298
O 6.904 1.110 2.239
C 6.205 1.878 3.208
H 4.686 5.667 -0.691
H 2.997 5.421 -1.245
H 4.109 6.210 -2.324
H 6.344 4.550 -2.163
H 5.768 3.025 -2.967
H 5.636 3.645 -0.061
H 6.896 2.684 -0.738
H 4.037 2.233 -0.829
H 4.033 0.656 0.702
H 4.527 2.051 1.461
H 6.644 -0.040 0.612
H 5.520 -0.318 1.859
H 6.808 1.970 4.111
H 5.270 1.384 3.499
H 5.871 2.881 2.930
C 0.186 -2.399 -2.129
O -0.641 -1.864 -3.179
C -1.890 -2.549 -3.225
C -2.230 -3.116 -4.599
N -1.900 -2.138 -5.677
C -3.101 -1.376 -6.029
C -2.874 0.069 -6.512
O -1.950 0.682 -5.646
C -2.166 2.080 -5.573
H -0.160 -1.970 -1.191
H 1.200 -2.095 -2.377
H 0.155 -3.492 -2.110
H -2.663 -1.798 -3.015
H -1.924 -3.314 -2.447
H -3.246 -3.521 -4.712
H -1.697 -4.059 -4.780
H -1.743 -2.810 -6.420
H -3.820 -1.275 -5.210
H -3.647 -1.961 -6.781
H -3.843 0.560 -6.637
H -2.378 0.040 -7.494
H -1.879 2.501 -6.549
H -1.531 2.545 -4.823
H -3.225 2.289 -5.397
C -0.346 -8.395 -2.760
O -1.740 -8.135 -2.726
C -2.065 -6.779 -2.373
C -2.819 -6.735 -1.065
N -3.180 -5.358 -0.705
C -4.403 -5.335 0.169
C -4.491 -3.845 0.636
O -3.251 -3.650 1.294
C -2.986 -2.235 1.511
H -0.252 -9.304 -3.350
H 0.029 -8.497 -1.734
H 0.260 -7.583 -3.173
H -2.714 -6.507 -3.209
H -1.220 -6.091 -2.321
H -2.227 -7.149 -0.244
H -3.636 -7.462 -1.050
H -2.659 -4.972 0.082
H -4.186 -5.883 1.092
H -5.346 -5.610 -0.302
H -5.266 -3.699 1.397
H -4.752 -3.303 -0.277
H -3.833 -1.976 2.155
H -3.059 -1.731 0.549
H -2.034 -2.071 2.004
*
```

Here are the Löwdin charges for atoms 1 to 99, given in e: P 0.189; F -0.149; F -0.191; F -0.143; F -0.173; F -0.171; F -0.159; C -0.128; O -0.194; C -0.226; C -0.189; N -0.035; C -0.191; C -0.249; O -0.165; C -0.086; H 0.080; H 0.084; H 0.086; H 0.118; H 0.126; H 0.101; H 0.109; H 0.096; H 0.102; H 0.101; H 0.114; H 0.103; H 0.073; H 0.086; H 0.066; C -0.177; O -0.202; C -0.170; C -0.193; N -0.082; C -0.218; C -0.233; O -0.191; C -0.059; H 0.083; H 0.089; H 0.086; H 0.120; H 0.114; H 0.112; H 0.116; H 0.099; H 0.091; H 0.113; H 0.128; H 0.118; H 0.064; H 0.083; H 0.091; C -0.120; O -0.187; C -0.210; C -0.171; N -0.047; C -0.217; C -0.219; O -0.196; C -0.137; H 0.087; H 0.069; H 0.075; H 0.118; H 0.112; H 0.104; H 0.106; H 0.079; H 0.115; H 0.110; H 0.122; H 0.119; H 0.085; H 0.083; H 0.083; C -0.110; O -0.188; C -0.235; C -0.211; N -0.040; C -0.208; C -0.250; O -0.180; C -0.124; H 0.087; H 0.081; H 0.080; H 0.115; H 0.098; H 0.093; H 0.120; H 0.093; H 0.126; H 0.119; H 0.119


Q: Which value of E_tot does entry 2 give?
A: -3921.89591 Ha